{"formula": "C34H40GeN6O4S2Ti", "method": "the ωB97M-V functional and the def2-TZVPD basis", "e_homo_ev": [-12.90, -12.92], "e_above_lowest_kcal_mol": 3.2, "s_squared": 2.006, "spin_multiplicity": 3, "lumo_energy_ev": [-5.3004, -6.7780], "total_charge": 2, "elements": ["Ti", "C", "C", "C", "C", "C", "C", "H", "H", "H", "H", "H", "H", "N", "C", "C", "C", "C", "N", "C", "N", "N", "C", "O", "O", "H", "H", "H", "H", "H", "H", "H", "H", "H", "H", "H", "H", "H", "H", "O", "C", "C", "C", "C", "C", "C", "C", "O", "N", "N", "C", "S", "C", "C", "S", "H", "H", "H", "H", "H", "H", "H", "H", "H", "Ge", "C", "C", "C", "C", "C", "C", "C", "C", "C", "C", "C", "C", "H", "H", "H", "H", "H", "H", "H", "H", "H", "H", "H"], "xyz": [[-1.311387, -0.768876, 0.237315], [-4.876343, -1.399404, 1.010039], [-4.719487, -0.033652, 1.215656], [-4.010793, 0.727087, 0.298201], [-3.497288, 0.129153, -0.855772], [-3.662891, -1.243955, -1.064628], [-4.328287, -2.010717, -0.110447], [-5.429686, -1.993218, 1.725353], [-5.144755, 0.438885, 2.091356], [-3.883101, 1.790689, 0.455852], [-3.048906, 0.750661, -1.624202], [-3.312630, -1.705268, -1.980349], [-4.440743, -3.075665, -0.262782], [0.648301, -1.395107, 1.159870], [1.230282, -2.325748, 0.183030], [2.462935, -3.096956, 0.632002], [3.629459, -2.229825, 1.120253], [4.415683, -1.430872, 0.077685], [3.660552, -0.424883, -0.687344], [3.160765, 0.702670, -0.204177], [3.352552, 1.045304, 1.081597], [2.433115, 1.507182, -0.975800], [0.079920, -3.228901, -0.285048], [0.252943, -4.308712, -0.773195], [-1.104045, -2.627615, -0.168764], [1.293830, -0.661492, 1.433490], [0.398319, -1.898307, 2.010225], [1.472547, -1.731004, -0.701094], [2.769766, -3.734847, -0.198850], [2.179931, -3.775546, 1.440747], [4.362645, -2.887213, 1.591319], [3.293666, -1.570210, 1.926072], [4.833646, -2.103526, -0.669798], [5.270728, -0.939455, 0.549873], [3.507200, -0.608983, -1.672924], [4.096775, 0.608039, 1.600953], [3.091662, 1.973459, 1.381929], [2.178587, 1.230936, -1.911065], [1.942670, 2.294595, -0.577837], [-1.376035, 2.683154, 4.539332], [-0.875676, 3.381981, 3.513778], [-0.465103, 4.693090, 3.775124], [0.051522, 5.477612, 2.769776], [0.171006, 4.983948, 1.466579], [-0.225946, 3.693836, 1.203587], [-0.742608, 2.863695, 2.213670], [-1.093740, 1.480162, 1.884383], [-0.809074, 1.060974, 0.663062], [-1.632048, 0.706680, 2.777924], [-1.839224, -0.600983, 2.315666], [-2.181702, -1.428774, 3.248379], [-2.440993, -3.114967, 2.884879], [-2.435665, -3.636128, 4.625907], [-3.081593, -2.531505, 5.436516], [-2.374981, -0.946213, 4.902910], [-1.661680, 1.806460, 4.215709], [-0.574900, 5.067567, 4.783654], [0.356199, 6.491743, 2.991682], [0.550126, 5.616311, 0.675632], [-0.185598, 3.306788, 0.192237], [-1.410289, -3.820067, 4.941758], [-3.001412, -4.564361, 4.687009], [-2.871022, -2.642277, 6.499108], [-4.159972, -2.502345, 5.289279], [-0.445855, -0.539053, -3.076236], [-0.698879, 1.300491, -3.616978], [-0.988227, 2.278412, -2.659868], [-1.144312, 3.604151, -3.039047], [-1.022015, 3.959841, -4.376020], [-0.746942, 2.992733, -5.334807], [-0.590653, 1.666963, -4.960487], [1.355962, -1.175781, -3.490104], [1.752696, -2.496953, -3.285539], [3.068440, -2.877739, -3.517495], [3.996997, -1.949426, -3.973631], [3.605525, -0.636847, -4.216307], [2.289547, -0.252985, -3.980106], [-0.426503, -0.378258, -1.478519], [-1.093968, 2.006331, -1.613419], [-1.372864, 4.358476, -2.296644], [-1.149504, 4.991877, -4.674018], [-0.662970, 3.272343, -6.376318], [-0.387493, 0.921874, -5.721499], [1.043124, -3.242872, -2.949721], [3.360589, -3.908461, -3.362755], [5.016433, -2.253753, -4.172530], [4.314858, 0.079451, -4.610873], [1.988287, 0.764101, -4.213359]], "forces_ev_per_a": [[-0.245, -0.487, 0.464], [-0.003, 0.022, 0.004], [-0.009, -0.024, -0.007], [0.013, 0.036, -0.025], [-0.034, 0.063, -0.066], [0.070, 0.050, 0.073], [0.008, 0.009, 0.020], [0.002, -0.001, 0.001], [0.000, -0.006, 0.005], [-0.001, 0.000, -0.009], [-0.003, -0.034, 0.001], [0.034, -0.017, 0.024], [-0.007, 0.000, 0.000], [-0.074, 0.071, -0.048], [0.031, -0.115, -0.056], [0.051, 0.079, -0.013], [-0.029, 0.012, 0.035], [0.024, 0.014, -0.059], [-0.151, -0.041, 0.010], [0.079, 0.027, 0.072], [-0.014, -0.042, -0.015], [-0.159, 0.056, 0.010], [-0.086, -0.005, -0.132], [0.066, 0.010, 0.072], [0.152, 0.157, -0.111], [-0.011, 0.084, -0.057], [0.022, 0.025, 0.018], [0.056, 0.031, -0.042], [0.038, -0.012, 0.002], [-0.014, -0.009, -0.002], [0.012, -0.009, -0.010], [-0.031, 0.012, 0.009], [-0.022, -0.008, -0.007], [0.002, -0.029, 0.019], [-0.014, -0.004, -0.022], [-0.017, -0.010, 0.009], [0.004, -0.044, -0.004], [0.011, -0.062, -0.069], [0.050, -0.027, -0.016], [0.004, 0.040, 0.008], [-0.029, -0.007, 0.020], [0.009, 0.010, -0.012], [0.003, 0.000, 0.025], [-0.006, -0.011, 0.003], [-0.006, -0.014, -0.024], [0.038, -0.024, -0.011], [0.073, 0.205, -0.101], [-0.079, -0.282, 0.052], [-0.048, -0.051, 0.044], [0.038, 0.273, 0.033], [-0.032, -0.064, -0.071], [0.008, -0.007, 0.013], [-0.005, 0.006, 0.017], [-0.007, -0.017, -0.001], [-0.002, 0.005, -0.010], [0.018, -0.024, 0.000], [-0.001, -0.001, 0.001], [0.000, 0.002, 0.000], [-0.005, 0.006, -0.004], [0.029, -0.025, 0.005], [0.003, 0.003, -0.011], [-0.002, 0.000, 0.000], [0.004, 0.004, 0.000], [0.000, 0.005, 0.000], [0.025, 0.073, -0.020], [0.003, 0.021, 0.028], [0.007, -0.026, 0.039], [0.006, 0.003, -0.030], [0.005, -0.004, -0.001], [0.002, 0.021, 0.007], [-0.018, -0.014, -0.007], [0.058, 0.157, -0.007], [-0.009, -0.021, 0.051], [0.009, -0.012, 0.018], [0.017, 0.022, -0.005], [-0.001, -0.023, 0.017], [0.000, -0.011, -0.010], [0.090, 0.034, -0.167], [0.031, 0.025, -0.019], [0.004, -0.006, 0.007], [-0.006, 0.000, -0.001], [0.003, -0.004, -0.002], [0.000, -0.003, 0.000], [-0.024, -0.022, 0.026], [0.007, -0.004, -0.005], [-0.001, -0.004, -0.001], [0.002, -0.002, 0.004], [-0.016, -0.005, 0.027]]}

{"formula": "C6H15NS", "method": "the ωB97M-V functional and the def2-TZVPD basis", "e_homo_ev": -8.38, "e_above_lowest_kcal_mol": 28.6, "smiles": "CC(C)NCCCS", "lumo_energy_ev": 0.9549, "elements": ["C", "C", "S", "C", "N", "C", "C", "C", "H", "H", "H", "H", "H", "H", "H", "H", "H", "H", "H", "H", "H", "H", "H"], "xyz": [[-0.525449, 1.845965, 0.332243], [-1.565028, 2.551459, -0.549706], [-1.003462, 3.830426, -1.673925], [-0.960194, 0.358970, 0.604337], [-0.183283, -0.611800, -0.139904], [0.234365, -3.026801, -0.038289], [0.685965, -1.601026, 0.490280], [2.154459, -1.367829, 0.034707], [0.542967, 1.866338, 0.147513], [-0.684347, 2.369327, 1.280503], [-2.377083, 2.895170, 0.095023], [-2.147071, 1.865203, -1.183972], [0.152843, 4.218800, -1.122820], [-1.005188, 0.106128, 1.672622], [-2.025144, 0.326974, 0.343094], [0.268096, -0.093745, -0.859189], [-0.134002, -3.726584, 0.705338], [-0.482531, -2.891912, -0.845004], [1.085836, -3.434600, -0.601205], [0.523141, -1.611225, 1.570595], [2.645405, -0.610594, 0.649233], [2.061456, -0.976013, -0.974340], [2.738249, -2.282632, 0.062865]], "forces_ev_per_a": [[-1.389, -0.711, 1.697], [-0.333, -0.636, -0.378], [0.036, 0.440, -0.545], [-0.344, 0.413, 0.352], [-0.603, 0.569, 0.490], [0.981, 0.721, -0.844], [-0.470, -1.270, -1.006], [-0.880, 0.365, 0.911], [-0.007, 0.334, -0.758], [0.583, -0.049, 0.136], [0.338, 0.500, 0.165], [0.707, -0.151, -0.164], [-0.090, -0.160, 0.332], [0.587, 0.126, -0.082], [-0.025, -0.264, -0.268], [0.580, -0.079, -0.623], [0.060, 0.003, 0.086], [-0.479, 0.094, 0.369], [-0.089, -0.470, 0.535], [0.297, 0.371, 0.010], [0.019, 0.035, -0.060], [0.436, -0.210, -0.281], [0.084, 0.030, -0.074]]}

Molar mass, record by record: 781.34; 133.26 g/mol